{
  "formula": "C19H40F7N10O10S3",
  "method": "ωB97M-V/def2-TZVPD",
  "lumo_energy_ha": -0.188,
  "homo_energy_ev": -10.643,
  "orbital_gap_ev": 5.54,
  "multiplicity": 1,
  "relative_energy_kj_mol": 1088.6,
  "total_charge": 1,
  "largest_force_ev_per_a": 8.62,
  "elements": ["H", "S", "F", "H", "H", "F", "C", "S", "O", "C", "C", "H", "H", "C", "F", "N", "C", "O", "H", "H", "O", "H", "C", "N", "F", "H", "H", "S", "N", "H", "F", "C", "O", "F", "H", "C", "C", "C", "H", "H", "H", "H", "N", "H", "H", "O", "H", "H", "H", "O", "O", "H", "N", "C", "H", "H", "H", "H", "H", "H", "H", "C", "C", "N", "C", "N", "C", "H", "H", "F", "C", "N", "O", "O", "H", "C", "H", "C", "N", "C", "N", "H", "H", "H", "H", "H", "H", "O", "H"],
  "positions_angstrom": [[2.535734, 2.143660, 3.611040], [-0.039133, -3.701602, 2.926400], [-2.697906, 1.042570, 2.788572], [2.943552, -8.480274, 2.639947], [-1.965673, -2.232962, 3.821730], [-6.887492, 2.285836, 3.766104], [-0.206753, 1.622767, -1.270689], [-3.205739, 1.342608, 0.010105], [1.175951, 2.121107, -4.177122], [-2.679505, -0.451629, -0.147916], [2.285376, -6.506617, 2.593637], [1.979012, 1.092689, 5.157084], [6.615532, 2.916571, -10.475079], [-5.077233, 1.912715, 2.061250], [-5.789939, 0.991232, 1.118953], [8.171031, 0.200500, -9.920114], [-9.204762, 3.816586, 6.600952], [-2.153670, -3.301891, -1.599229], [-1.045564, -3.217520, 5.155881], [3.818355, 3.555383, -5.184213], [7.775858, 1.246929, -11.875926], [-1.255267, -2.838758, -1.657522], [1.525409, 0.045837, 3.155216], [-8.166455, 4.083528, 5.788370], [-5.505507, 3.307322, 1.667974], [0.626981, 1.969693, 4.034990], [4.096684, 2.674145, -3.073984], [-1.640994, 2.658306, -0.653659], [3.147192, 2.343564, -3.108839], [4.793567, 1.624341, -4.870263], [-2.953633, 3.261849, 1.915066], [2.325569, 2.531790, -4.157318], [1.391963, -1.165237, 3.979334], [-4.673751, 2.173605, 4.649761], [6.690347, -1.255539, -5.482964], [6.201359, 0.703899, -5.985181], [-0.886633, -2.574125, 4.168047], [0.067636, -1.274803, 4.609500], [-1.431741, -3.255877, 0.417118], [-0.418749, -0.621750, 1.942045], [-2.471035, -1.720422, 1.734292], [2.560745, -5.396905, 4.256475], [2.503634, -7.744219, 2.113705], [2.773734, 1.837920, -2.316120], [-10.120329, 4.514141, 8.258502], [1.652815, 2.513781, 0.228988], [-8.744077, 5.465349, 7.784201], [-7.538720, 4.859199, 5.916901], [-2.444376, -4.821836, -0.063667], [1.749204, -5.628642, 1.936101], [-0.445558, -0.466378, 5.539882], [2.288949, 3.372709, -5.991344], [5.303402, 0.758123, -4.985000], [0.394930, 0.218368, 1.980434], [-4.226104, -3.576682, 1.177022], [8.665633, -0.531769, -10.412640], [8.086752, 0.145062, -8.919085], [-1.519532, -0.621107, -0.135376], [2.202013, -7.930580, 1.166221], [-4.478626, -2.792124, -0.613604], [2.573578, -0.054121, 2.592709], [7.661112, 1.200643, -10.661280], [-3.769920, -2.941387, 0.305493], [2.873633, 3.209357, -5.182090], [-3.344862, -1.465211, 0.961964], [-9.350616, 4.679119, 7.622992], [-2.371646, -3.656041, -0.170851], [-8.021079, 3.458436, 5.006349], [-0.548743, 0.576221, -1.684364], [-5.829681, 0.144475, 3.762283], [-5.551319, 1.600993, 3.599454], [2.706017, -6.314992, 3.857022], [6.411156, 1.643816, -6.735658], [1.088982, 0.162741, 0.650867], [5.116833, -0.005327, -4.356849], [0.903633, 1.444539, -0.062118], [0.294616, 2.224952, -2.150758], [1.679375, 1.445352, 4.057711], [7.014507, 2.145756, -9.955260], [-3.458441, 1.853975, 1.811197], [6.849357, -0.470256, -6.091307], [-4.220833, -0.998003, 1.582785], [-3.069217, -0.831401, -1.210548], [3.149527, -7.025481, 4.414282], [7.534047, -0.553083, -6.831502], [6.909643, 2.125022, -8.954956], [-0.118810, 1.289822, 2.024930], [-9.953894, 2.868654, 6.425170], [0.368582, -3.003009, 1.777389]],
  "atomic_forces_ev_per_a": [[-2.0751, -1.5905, 0.8837], [-0.2638, 0.0507, 0.3410], [-2.6915, 2.4865, -3.0452], [-0.0848, 0.1424, -0.0971], [2.3854, -0.2839, 0.8700], [4.7629, -2.5338, -0.7150], [1.1828, -1.6843, 0.4532], [0.9056, -0.2227, -0.4112], [-0.6633, -0.2037, 0.3808], [0.1679, -2.6928, -0.5175], [-0.1282, 0.2077, -0.1886], [-0.7887, 1.0092, -2.4840], [0.1976, -0.3411, 0.1881], [-1.8181, 1.4327, -1.5942], [2.4805, 2.8017, 3.1953], [0.8072, -1.5343, 0.5353], [-0.7078, -0.6682, 0.0297], [1.5732, 0.8604, 1.3514], [0.4966, 1.2827, -2.2652], [-0.1489, 0.0845, -0.0561], [0.0560, -0.1187, -0.0040], [-1.8973, -1.2777, 0.0444], [1.6214, 1.8815, -0.5617], [1.1241, -0.0652, -1.2127], [1.4514, -4.8795, 1.4158], [2.2714, -0.7961, 0.4015], [-0.1629, 0.0692, 0.1394], [0.4638, -0.9318, -0.3545], [0.3965, -0.5581, 1.2334], [0.1482, -0.6197, -0.1618], [-1.5512, -4.6893, -0.2229], [0.0287, 0.2880, -0.3675], [-3.6167, 1.0046, 0.4333], [-2.9940, -2.4965, -4.1525], [0.0459, 0.1300, -0.1372], [0.2215, 0.1807, -0.3969], [0.3797, 1.0361, 0.3773], [-2.8025, 2.7243, 3.8266], [-2.1330, -1.0098, -0.7538], [1.5555, 1.4659, 0.3785], [-1.9826, 0.7192, -1.5597], [0.0776, -0.3518, -0.1304], [-0.0206, -1.0353, -0.8974], [0.3356, 0.2614, -0.2276], [0.3089, 0.0897, -0.2378], [-4.7592, -6.9816, -1.7183], [-0.1326, -0.1531, -0.0304], [-0.1538, -0.1364, -0.0118], [0.1938, 2.3133, -0.2468], [-0.0323, 0.1292, -0.4221], [3.7877, -4.5525, -6.0757], [0.2790, -0.0469, 0.2098], [-0.9127, 0.5862, 0.9419], [-0.1987, 0.6119, 0.2619], [0.6105, 1.3319, -1.7900], [-0.1876, 0.3018, 0.1991], [-0.0127, 0.1836, -0.2766], [-2.1617, 0.9291, 0.0839], [0.1387, 0.0248, 0.3816], [1.2655, -0.5057, 1.8585], [-2.4958, -0.2504, 1.2032], [-0.1645, 0.4744, -0.9307], [1.4231, 0.7034, 0.4956], [-0.0578, 0.3578, -0.9330], [0.4155, -0.7454, 1.0354], [-0.4883, 0.6683, 1.2077], [-0.1312, 0.1275, -0.1800], [-0.1127, 0.3753, 0.4411], [0.6102, 2.2137, 0.7452], [1.5710, 5.3086, -0.4158], [-2.9948, 0.1459, 2.4680], [0.2197, 0.6909, 1.2017], [0.0186, 0.2620, -0.2082], [-1.5616, 3.2227, -1.2798], [0.0155, 0.1504, -0.1324], [3.7467, 4.4070, 1.6117], [-1.0742, -0.9930, 1.4850], [-0.1798, -0.9369, 0.0483], [-0.7181, 1.1475, 0.3036], [2.1029, 1.6314, 2.3638], [0.8174, -0.8628, -0.4706], [1.5611, -0.8073, -1.4154], [0.7075, 1.3690, 2.1141], [-0.0848, 0.1273, -0.1139], [-0.2798, -0.0734, 0.4029], [-0.0277, -0.0602, 0.0621], [1.0074, -2.3698, 0.3269], [0.0865, 0.0104, -0.0497], [-0.5712, 0.0457, 1.5223]]
}